Entry 1:
{
  "formula": "C4H7NO",
  "method": "the ωB97M-V functional and the def2-TZVPD basis",
  "gap_ev": 10.8,
  "e_above_lowest_ev": 3.411,
  "molar_mass_da": 85.11,
  "homo_ha": -0.35641,
  "lumo_energy_ev": 1.089,
  "e_tot_ha": -286.50630,
  "smiles": "C=CC/C=N/O",
  "symbols": ["C", "H", "O", "C", "H", "C", "H", "H", "C", "N", "H", "H", "H"],
  "xyz": [[1.02, 1.50, 0.32], [1.76, 2.27, 0.43], [-2.74, 0.15, -0.11], [1.37, 0.26, 0.04], [0.87, -1.69, 0.81], [0.67, -1.10, -0.09], [0.00, 1.82, 0.38], [1.08, -1.63, -0.96], [-0.80, -0.99, -0.26], [-1.35, 0.12, -0.03], [2.44, 0.07, -0.03], [-1.34, -1.82, -0.72], [-2.97, 1.03, 0.22]]
}

---

Entry 2:
{
  "formula": "C2H8S2Si2",
  "method": "the ωB97M-V functional and the def2-TZVPD basis",
  "gap_ev": 9.2,
  "e_above_lowest_ev": 0.000,
  "molar_mass_da": 152.39,
  "homo_ha": -0.32407,
  "lumo_energy_ev": 0.356,
  "e_tot_ha": -1456.37547,
  "smiles": "C1CS[SiH2][SiH2]S1",
  "symbols": ["H", "S", "H", "H", "S", "H", "C", "Si", "H", "H", "Si", "H", "C", "H"],
  "xyz": [[-2.73, 0.15, 0.71], [0.56, -1.49, 1.11], [-0.24, 0.72, 1.65], [0.18, -0.22, -2.68], [-1.41, 1.35, -0.83], [-1.24, -0.59, 2.31], [-0.73, -0.23, 1.42], [1.99, -0.38, -0.09], [2.83, -1.41, -0.67], [2.76, 0.45, 0.84], [0.54, 0.71, -1.60], [1.04, 1.96, -2.15], [-1.74, -0.06, 0.29], [-1.81, -0.97, -0.31]]
}